C4H5NO2 | ωB97M-V/def2-TZVPD

Structure (ORCA input):
```
! RIJCOSX wB97M-V def2-TZVPD def2/J DEFGRID3
* xyz 0 1
O 3.125 0.057 -0.319
C 2.029 -0.423 -0.412
C 0.925 0.011 0.567
O 1.222 0.642 1.556
N -0.358 -0.438 0.295
C -1.266 -0.032 -0.761
C -1.515 0.335 0.653
H 1.806 -1.170 -1.194
H -1.841 -0.828 -1.228
H -0.927 0.757 -1.418
H -1.311 1.355 0.956
H -2.277 -0.188 1.218
*
```

Values from the calculation:
- highest occupied orbital energy (eV) = -9.965
- max |F| (Eh/bohr) = 0.0129
- SMILES = O=CC(=O)N1CC1
- energy above the lowest of the compared OMol25 structures with the same formula, charge and spin (kcal/mol) = 48.8

These are the Löwdin partial charges, in e, on atoms 1 to 6:
1. O 0.097
2. C -0.156
3. C -0.413
4. O 0.118
5. N -0.030
6. C -0.090